Below is a molecular structure, C24H41Cl2N5PPd, with properties calculated with ωB97M-V/def2-TZVPD.

XYZ file:
```
74
Properties=species:S:1:pos:R:3:forces:R:3
Pd -0.108 -0.403 0.120 0.1610 0.5168 -0.0475
Cl -0.368 -0.934 2.810 -0.0136 -0.0595 -0.0501
C -1.609 -2.216 2.680 0.0287 0.0541 -0.0794
Cl -2.231 -2.289 1.035 -0.1005 -0.1463 0.1035
H -2.415 -1.968 3.358 -0.0243 0.0205 0.0423
H -1.139 -3.157 2.932 0.0242 -0.0522 0.0056
C -0.108 -0.575 -1.891 -0.3105 -0.0056 -0.1310
C -1.209 -1.557 -2.054 0.0975 0.0016 -0.0457
C -0.915 -2.922 -2.149 0.0156 -0.0428 -0.0400
C -1.917 -3.866 -2.243 -0.0040 -0.0208 0.0035
C -3.252 -3.459 -2.243 0.0211 0.0387 0.0043
C -3.565 -2.103 -2.182 -0.0387 -0.0223 0.0022
C -2.549 -1.168 -2.092 -0.0217 0.0739 -0.0004
C -4.303 -4.438 -2.315 -0.0651 -0.0813 -0.0147
N -5.139 -5.225 -2.362 0.0830 0.0883 0.0120
H -0.344 0.421 -2.271 -0.0119 0.0182 0.0372
H 0.794 -0.935 -2.373 0.0863 -0.0471 0.0911
H 0.121 -3.242 -2.159 -0.0429 0.0084 -0.0156
H -1.680 -4.919 -2.317 0.0012 0.0237 -0.0001
H -4.602 -1.792 -2.213 0.0331 -0.0023 0.0009
H -2.800 -0.115 -2.081 0.0032 -0.0187 0.0109
C -1.820 2.352 -0.734 -0.0495 0.0080 0.0037
N -2.659 3.520 -0.529 -0.0045 -0.0157 -0.0069
C -2.114 4.293 0.591 -0.0052 -0.0390 -0.0056
N -2.060 3.494 1.818 -0.0228 -0.0304 0.0055
C -1.234 2.325 1.571 -0.0690 0.0098 0.0389
N -1.759 1.479 0.465 0.1391 -0.2390 -0.0966
C -3.146 1.092 0.824 -0.0446 0.1333 0.0325
N -3.998 2.249 1.050 0.0365 0.0051 0.0009
C -4.008 3.067 -0.167 0.0555 -0.0159 0.0317
C -3.421 3.047 2.138 0.0256 -0.0088 -0.0692
H -0.803 2.671 -0.978 -0.0039 0.0071 0.0060
H -2.212 1.779 -1.575 -0.0268 -0.0202 -0.0070
H -2.742 5.168 0.761 -0.0045 -0.0113 -0.0022
H -1.108 4.631 0.337 -0.0020 -0.0062 -0.0019
H -1.188 1.720 2.478 -0.0129 0.0054 0.0129
H -0.224 2.645 1.306 -0.0081 0.0194 -0.0186
H -3.110 0.489 1.732 0.0051 -0.0086 0.0228
H -3.562 0.482 0.021 0.0049 0.0043 -0.0130
H -4.644 3.937 -0.007 0.0003 0.0091 0.0035
H -4.423 2.481 -0.990 0.0098 -0.0039 0.0030
H -3.397 2.447 3.050 0.0065 -0.0092 -0.0040
H -4.050 3.921 2.314 0.0161 -0.0157 -0.0097
C 2.196 1.103 2.264 -0.0057 0.0397 -0.0097
C 2.883 -0.087 1.583 0.0673 -0.0380 -0.0326
C 4.400 0.138 1.613 -0.0335 0.0767 0.0556
P 2.153 -0.512 -0.066 -0.0423 -0.0413 0.2108
C 2.830 0.642 -1.342 0.0484 -0.0290 0.0380
C 4.294 0.457 -1.744 0.0476 0.0156 0.0197
C 2.522 2.094 -0.962 0.0109 0.0044 0.0027
C 2.675 -2.246 -0.454 -0.0257 -0.0330 0.0080
C 1.741 -3.236 0.257 0.1033 0.0442 0.0466
C 4.122 -2.644 -0.157 0.0149 -0.0193 -0.0305
H 2.446 1.105 3.326 -0.0113 0.0065 -0.0119
H 1.111 1.089 2.169 0.0846 -0.0150 0.0136
H 2.546 2.048 1.846 -0.0242 -0.0545 0.0334
H 2.656 -0.987 2.167 -0.0166 -0.0298 0.0144
H 4.662 1.077 1.125 -0.0235 -0.0105 0.0435
H 4.975 -0.658 1.153 -0.0119 0.0136 0.0103
H 4.720 0.219 2.655 -0.0115 -0.0011 -0.0149
H 2.236 0.420 -2.226 -0.0748 -0.0556 -0.0808
H 4.983 0.615 -0.914 -0.0449 -0.0221 -0.0929
H 4.537 1.190 -2.516 -0.0040 -0.0198 0.0128
H 4.479 -0.530 -2.167 -0.0043 0.0066 0.0098
H 3.180 2.454 -0.171 0.0005 -0.0170 -0.0176
H 1.486 2.217 -0.633 0.0545 -0.0100 0.0041
H 2.678 2.734 -1.832 -0.0043 -0.0161 0.0191
H 2.504 -2.321 -1.535 0.0114 -0.0188 -0.0216
H 1.847 -3.155 1.342 0.0109 0.0103 -0.0109
H 2.008 -4.259 -0.018 0.0064 0.0364 -0.0074
H 0.697 -3.072 0.007 -0.1077 0.0082 0.0102
H 4.294 -2.708 0.919 -0.0096 0.0137 -0.0128
H 4.858 -1.971 -0.586 0.0276 0.0068 -0.0231
H 4.302 -3.640 -0.567 0.0006 0.0253 -0.0015
```
Forces are in eV/Å.

relative energy (zero: lowest compared OMol25 entry of this formula, charge and spin): 0.0000 eV
LUMO level: -3.6 eV
frontier orbital gap: 7.90 eV
net charge: +1
E_tot: -2602.28848 hartree